DFT (ωB97M-V with the def2-TZVPD basis set) results for a structure of composition C39H92NO12PS2Si2 in a non-equilibrium geometry.

Calculated values
- Highest occupied orbital energy: -8.1 eV
- 2S+1: 1

```
149
Properties=species:S:1:pos:R:3:mulliken_charge:R:1
C 6.037 -1.309 3.498 -0.708
C 6.778 -1.613 2.036 -0.422
C 5.632 -1.303 0.861 -0.267
C 4.781 -2.682 0.473 -0.583
C 3.578 -2.203 -0.536 -0.078
C 2.118 -2.691 0.028 -0.201
C 1.105 -1.399 -0.055 0.008
C -0.284 -1.754 -0.917 -1.012
N -1.002 -0.526 -1.427 0.652
C -2.452 -0.933 -1.569 -0.724
C -3.308 -0.701 -0.171 -0.060
C -4.362 0.554 -0.227 -0.101
C -5.643 0.115 0.754 -0.560
C -5.201 -0.070 2.333 -0.480
C -5.308 1.296 3.234 -0.275
C -4.226 1.147 4.479 -0.654
C -2.767 1.700 3.893 -0.509
C -0.411 0.021 -2.706 -0.200
S 1.039 -0.568 -3.451 -0.092
S -1.212 1.491 -3.628 -0.109
C -1.967 2.703 -2.415 -0.083
C -0.876 3.305 -1.347 -0.307
C 0.133 4.417 -2.080 -0.630
Si 1.634 4.621 -0.864 -0.075
O 2.226 6.271 -0.718 -0.364
Si 2.578 6.430 1.032 0.553
C 4.272 7.373 1.349 -0.715
C 5.501 6.556 0.610 -0.342
C 5.917 5.147 1.339 -0.565
P 3.147 3.146 -1.473 1.047
O 2.862 2.679 -2.983 -0.632
O 4.719 3.903 -1.384 -0.436
O 3.016 1.791 -0.385 -0.318
H 5.336 -0.358 3.442 0.091
H 6.820 -1.223 4.375 0.265
H 5.389 -2.281 3.720 0.217
H 7.175 -2.714 2.011 0.280
H 7.615 -0.808 1.871 0.291
H 4.932 -0.446 1.241 0.021
H 6.231 -1.022 -0.129 0.287
H 5.492 -3.494 -0.033 0.236
H 4.340 -3.208 1.431 0.234
H 3.678 -1.047 -0.712 -0.022
H 3.758 -2.712 -1.597 0.265
H 2.163 -3.106 1.146 0.343
H 1.755 -3.623 -0.622 -0.122
H 1.600 -0.408 -0.435 -0.251
H 0.758 -1.181 1.065 0.217
H -1.001 -2.266 -0.111 0.316
H -0.102 -2.591 -1.734 0.181
H -3.045 -0.382 -2.413 0.490
H -2.452 -2.088 -1.871 0.045
H -2.490 -0.420 0.651 -0.053
H -3.815 -1.744 0.115 0.164
H -3.864 1.509 0.259 0.108
H -4.692 0.836 -1.313 0.380
H -5.942 -0.976 0.375 0.340
H -6.553 0.865 0.603 -0.044
H -5.951 -0.859 2.815 0.264
H -4.128 -0.511 2.489 0.220
H -6.378 1.294 3.729 0.287
H -5.158 2.269 2.594 0.148
H -4.567 1.698 5.457 0.329
H -4.147 -0.004 4.745 0.283
H -1.947 1.770 4.731 0.316
H -2.982 2.776 3.423 0.191
H -2.467 0.951 3.026 -0.036
H -2.930 2.241 -1.936 -0.226
H -2.342 3.633 -3.062 0.392
H -0.155 2.430 -0.993 -0.008
H -1.437 3.837 -0.468 0.312
H 0.518 3.956 -3.104 0.362
H -0.406 5.420 -2.347 0.387
H 1.107 4.244 0.472 -0.066
H 2.827 5.056 1.537 -0.142
H 1.455 7.036 1.758 -0.192
H 4.194 8.498 1.033 0.331
H 4.460 7.262 2.512 0.265
H 6.459 7.265 0.662 0.290
H 5.307 6.353 -0.542 0.184
H 6.592 4.517 0.582 0.220
H 6.544 5.273 2.327 0.352
H 5.007 4.442 1.600 -0.084
H 5.079 3.952 -2.321 0.319
H 2.409 2.106 0.375 0.246
C -7.282 3.552 -0.922 -0.751
O -8.446 2.734 -0.859 -0.362
C -9.501 3.349 -0.113 -0.500
C -10.549 3.973 -1.044 -0.540
O -10.005 5.075 -1.773 -0.374
C -9.655 4.722 -3.107 -0.698
H -6.631 3.160 -1.709 0.222
H -7.522 4.592 -1.159 0.453
H -6.749 3.505 0.033 0.256
H -9.102 4.094 0.586 0.351
H -9.980 2.559 0.474 0.373
H -11.368 4.365 -0.432 0.377
H -10.969 3.222 -1.724 0.323
H -10.561 4.654 -3.718 0.327
H -9.111 3.775 -3.152 0.293
H -9.016 5.509 -3.515 0.247
C 4.321 2.358 4.263 -1.008
O 4.416 1.417 5.328 -0.385
C 5.623 1.571 6.080 -0.345
C 5.371 2.334 7.387 -0.675
O 4.992 3.689 7.133 -0.371
C 3.587 3.889 7.245 -0.707
H 3.286 2.368 3.907 0.353
H 4.586 3.369 4.582 0.449
H 4.973 2.047 3.440 0.399
H 6.397 2.064 5.480 0.339
H 5.978 0.564 6.325 0.353
H 6.304 2.363 7.959 0.384
H 4.617 1.826 8.001 0.350
H 3.305 3.918 8.302 0.329
H 3.019 3.107 6.735 0.291
H 3.339 4.851 6.789 0.238
C -0.759 -5.675 -2.334 -1.016
O -1.452 -5.257 -1.162 -0.020
C -2.773 -5.800 -1.091 -0.509
C -2.830 -7.004 -0.141 -0.616
O -2.073 -8.104 -0.651 -0.377
C -0.797 -8.217 -0.029 -0.653
H 0.304 -5.457 -2.200 0.089
H -0.871 -6.747 -2.519 0.603
H -1.128 -5.112 -3.198 0.366
H -3.139 -6.070 -2.090 0.398
H -3.422 -5.012 -0.696 0.268
H -3.870 -7.338 -0.064 0.380
H -2.492 -6.728 0.864 0.309
H -0.913 -8.649 0.969 0.335
H -0.290 -7.252 0.045 0.224
H -0.180 -8.888 -0.632 0.242
C 0.753 -8.003 -5.597 -0.837
O 0.864 -6.606 -5.340 -0.332
C 2.204 -6.220 -5.020 -0.291
C 2.905 -5.588 -6.230 -0.587
O 3.103 -6.545 -7.273 -0.378
C 2.135 -6.422 -8.310 -0.681
H -0.208 -8.185 -6.087 0.263
H 1.549 -8.366 -6.252 0.390
H 0.774 -8.552 -4.650 0.310
H 2.776 -7.073 -4.635 0.350
H 2.139 -5.472 -4.223 0.226
H 3.897 -5.245 -5.917 0.378
H 2.349 -4.717 -6.596 0.348
H 2.379 -5.559 -8.938 0.325
H 1.122 -6.314 -7.916 0.281
H 2.174 -7.325 -8.925 0.242
```